1.
C33H32Cl2N2OReSi as an isolated structure. Source: OMol25; level of theory: wB97M-V/def2-TZVPD.

Structure (XYZ):
```
72
Properties=species:S:1:pos:R:3
Re -0.415 1.091 0.277
Cl -4.152 0.950 -3.107
C -2.718 1.907 -3.186
C -2.473 2.697 -4.319
C -1.323 3.427 -4.434
Cl -1.040 4.363 -5.868
C -0.349 3.410 -3.410
C 0.883 4.101 -3.428
C 1.742 3.974 -2.369
C 1.394 3.164 -1.280
N 0.246 2.506 -1.231
C -0.624 2.618 -2.283
C -1.806 1.844 -2.152
O -1.939 1.105 -1.071
H -3.205 2.711 -5.114
H 1.136 4.715 -4.280
H 2.694 4.486 -2.358
H 2.059 3.040 -0.434
C -3.424 -0.550 2.387
C -2.436 -1.714 2.500
C -2.104 -2.305 1.128
C -1.226 -1.374 3.358
C -1.029 -2.110 4.519
C 0.021 -1.842 5.381
C 0.876 -0.790 5.099
C 0.728 -0.012 3.956
C 1.694 1.149 3.774
C 1.001 2.511 3.690
C 2.694 0.951 2.633
C -0.314 -0.336 3.060
N -0.441 0.339 1.866
H -4.333 -0.884 1.882
H -3.010 0.277 1.811
H -3.700 -0.174 3.373
H -2.952 -2.504 3.054
H -1.677 -1.561 0.456
H -3.017 -2.682 0.663
H -1.393 -3.128 1.209
H -1.719 -2.913 4.747
H 0.158 -2.433 6.277
H 1.679 -0.553 5.787
H 2.284 1.166 4.695
H 0.425 2.618 2.771
H 1.746 3.310 3.718
H 0.318 2.653 4.529
H 2.200 0.935 1.661
H 3.241 0.013 2.746
H 3.422 1.765 2.628
C 0.162 0.071 -5.452
C -0.728 -0.592 -4.617
C -0.409 -0.791 -3.281
C 0.806 -0.341 -2.754
C 1.691 0.314 -3.613
C 1.375 0.521 -4.949
Si 1.151 -0.422 -0.914
C 1.124 -2.179 -0.264
C 0.771 -3.267 -1.061
C 0.722 -4.551 -0.532
C 1.034 -4.766 0.802
C 1.401 -3.695 1.607
C 1.441 -2.416 1.076
H -0.090 0.238 -6.491
H -1.679 -0.940 -5.001
H -1.133 -1.273 -2.634
H 2.641 0.674 -3.232
H 2.072 1.038 -5.597
H 2.517 0.151 -0.725
H 0.531 -3.117 -2.107
H 0.439 -5.384 -1.163
H 0.992 -5.767 1.215
H 1.640 -3.852 2.652
H 1.707 -1.588 1.723
```

Its gap between HOMO and LUMO (spin up / spin down) is 5.75 / 6.99 eV. The HOMO energy (spin up / spin down) is -6.369 / -8.096 eV. The spin multiplicity is 4.

Electronic structure analysis, Löwdin charges in units of e: 1.386 0.722 -0.595 -0.116 -0.607 0.697 -0.172 -0.007 -0.035 -0.124 -0.093 -0.162 -0.404 -0.273 0.110 0.097 0.111 0.113 -0.065 -0.366 -0.054 -0.141 -0.041 -0.080 -0.044 -0.151 -0.376 -0.072 -0.076 -0.265 -0.204 0.079 0.046 0.082 0.122 0.037 0.084 0.070 0.111 0.100 0.109 0.122 0.033 0.077 0.084 0.005 0.082 0.079 -0.083 -0.080 -0.120 -0.337 -0.118 -0.086 0.628 -0.330 -0.100 -0.087 -0.093 -0.083 -0.119 0.104 0.107 0.109 0.093 0.104 -0.014 0.092 0.101 0.101 0.105 0.077

=====

2.
A 2-piece molecular cluster, C33H32F2NO overall. Source: OMol25; level of theory: wB97M-V/def2-TZVPD.

Structure (XYZ):
```
69
Properties=species:S:1:pos:R:3
C 5.774 4.444 -1.028
C 4.411 3.839 -1.093
C 3.270 4.612 -1.312
F 3.460 5.968 -1.405
C 1.982 4.107 -1.422
C 1.746 2.729 -1.113
C 0.461 2.129 -0.997
C -0.828 2.735 -0.947
C -1.056 4.123 -0.676
C -2.342 4.632 -0.794
F -2.523 5.991 -0.728
C -3.486 3.862 -1.016
C -4.852 4.463 -1.039
C -3.276 2.487 -1.187
C -2.010 1.938 -1.161
C 2.928 1.918 -0.950
C 4.199 2.460 -0.940
H 6.514 3.641 -0.971
H 6.006 5.054 -1.908
H 5.909 5.078 -0.144
H 1.168 4.748 -1.754
H 0.462 1.042 -1.014
H -0.230 4.774 -0.398
H -5.588 3.655 -1.068
H -5.055 5.070 -0.150
H -5.025 5.097 -1.916
H -4.152 1.853 -1.353
H -1.875 0.871 -1.340
H 2.793 0.841 -0.841
H 5.074 1.814 -0.818
C 4.055 -2.793 -0.964
C 3.030 -3.743 -1.058
C 1.979 -3.743 -0.150
C 1.914 -2.757 0.868
C 0.772 -2.591 1.750
C -0.543 -2.765 1.358
N -1.563 -2.741 2.278
C -1.152 -2.489 3.648
C -2.294 -2.604 4.640
O -3.526 -2.058 4.163
C -3.938 -2.577 2.897
C -2.894 -2.367 1.817
C -0.918 -2.881 -0.075
C -0.487 -1.856 -0.930
C -0.813 -1.874 -2.281
C -1.554 -2.944 -2.805
C -1.962 -3.984 -1.961
C -1.672 -3.947 -0.594
C 3.027 -1.901 1.041
C 4.045 -1.872 0.094
H 4.864 -2.773 -1.695
H 3.054 -4.493 -1.845
H 1.186 -4.490 -0.204
H 1.027 -2.385 2.801
H -0.403 -3.240 3.928
H -0.695 -1.488 3.747
H -2.392 -3.674 4.909
H -2.063 -1.995 5.526
H -4.175 -3.654 2.940
H -4.835 -1.992 2.656
H -2.926 -1.304 1.488
H -3.187 -2.974 0.954
H 0.120 -1.055 -0.503
H -0.483 -1.049 -2.918
H -1.818 -2.954 -3.868
H -2.514 -4.833 -2.366
H -2.001 -4.750 0.072
H 3.033 -1.248 1.923
H 4.846 -1.138 0.201
```

The total charge is +1. Its gap between HOMO and LUMO is 3.52 eV. The HOMO energy is -9.412 eV.

Electronic structure analysis, Löwdin charges in units of e: -0.005 -0.157 -0.177 0.074 0.086 -0.163 0.134 -0.162 0.087 -0.177 0.074 -0.160 -0.006 0.002 0.027 0.029 0.004 0.090 0.105 0.109 0.127 0.112 0.124 0.089 0.105 0.108 0.133 0.110 0.116 0.130 -0.094 -0.078 -0.032 -0.239 -0.018 -0.200 -0.065 -0.156 -0.175 -0.132 -0.177 -0.136 -0.200 -0.052 -0.084 -0.073 -0.063 -0.039 -0.057 -0.113 0.100 0.106 0.119 0.100 0.131 0.132 0.131 0.132 0.132 0.131 0.134 0.110 0.102 0.101 0.108 0.110 0.131 0.113 0.094

=====

3.
A 5-piece molecular cluster, C33H32N3O10S overall. Source: OMol25; level of theory: wB97M-V/def2-TZVPD.

Structure (XYZ):
```
79
Properties=species:S:1:pos:R:3
C 5.105 0.194 2.223
N 4.250 1.033 2.775
N 3.011 0.759 2.244
C 3.194 -0.242 1.389
S 1.920 -0.984 0.367
C 2.289 -2.774 0.148
C 2.177 -3.599 1.488
C 0.677 -3.919 1.894
C 0.160 -2.799 2.876
C -1.387 -2.583 2.894
C -2.137 -2.285 1.535
N -2.498 -0.831 1.548
C -2.128 -0.204 2.880
O -1.483 -1.263 3.553
O 4.496 -0.663 1.324
H 6.207 0.137 2.410
H 1.568 -3.147 -0.627
H 3.303 -2.933 -0.307
H 2.803 -4.523 1.474
H 2.566 -2.928 2.304
H 0.018 -4.124 1.017
H 0.724 -4.868 2.492
H 0.615 -1.793 2.694
H 0.480 -3.098 3.909
H -1.962 -3.241 3.595
H -3.131 -2.788 1.418
H -1.504 -2.478 0.643
H -1.995 -0.235 0.876
H -3.481 -0.567 1.419
H -2.961 0.053 3.579
H -1.419 0.641 2.669
C -5.077 -0.157 -2.552
C -4.226 -0.896 -1.845
C -2.765 -0.830 -2.086
O -1.986 -1.513 -1.435
C -2.287 0.086 -3.139
C -3.135 0.829 -3.850
C -4.596 0.765 -3.611
O -5.371 1.439 -4.254
H -6.147 -0.192 -2.391
H -4.558 -1.576 -1.068
H -1.216 0.120 -3.299
H -2.802 1.506 -4.626
C 10.747 0.768 0.066
C 9.989 -0.026 0.819
C 8.541 0.228 0.985
O 7.849 -0.500 1.676
C 7.966 1.398 0.283
C 8.723 2.193 -0.469
C 10.173 1.939 -0.637
O 10.862 2.662 -1.323
H 11.808 0.599 -0.067
H 10.391 -0.886 1.339
H 6.905 1.568 0.416
H 8.319 3.053 -0.989
C -5.201 1.910 6.150
C -5.120 2.204 7.446
C -4.269 3.318 7.929
O -4.193 3.585 9.108
C -3.516 4.091 6.915
C -3.598 3.795 5.619
C -4.447 2.683 5.138
O -4.524 2.414 3.951
H -5.816 1.100 5.779
H -5.664 1.649 8.200
H -2.901 4.901 7.285
H -3.054 4.349 4.864
C -4.323 0.375 -9.024
C -3.957 0.526 -7.752
C -2.547 0.784 -7.386
O -2.213 0.920 -6.220
C -1.559 0.871 -8.482
C -1.922 0.720 -9.754
C -3.334 0.461 -10.124
O -3.667 0.326 -11.281
H -5.349 0.185 -9.311
H -4.667 0.467 -6.936
H -0.533 1.061 -8.193
H -1.212 0.780 -10.570
```

The total charge is +1. Its gap between HOMO and LUMO is 7.07 eV. The HOMO energy is -11.134 eV.

Electronic structure analysis, Löwdin charges in units of e: -0.149 0.034 0.018 -0.648 0.918 -0.446 -0.233 -0.182 -0.142 -0.203 -0.029 0.098 -0.096 -0.128 0.020 0.114 0.085 0.089 0.117 0.105 0.105 0.116 0.092 0.137 0.163 0.149 0.110 0.170 0.181 0.147 0.161 0.036 0.004 -0.382 0.048 0.028 0.022 -0.364 0.131 0.129 0.112 0.128 0.096 0.032 0.026 -0.360 0.064 0.024 0.033 -0.381 0.124 0.127 0.125 0.113 0.127 0.013 0.030 -0.381 0.129 0.032 0.018 -0.393 0.064 0.119 0.127 0.128 0.122 0.035 0.032 -0.343 0.053 0.026 0.033 -0.380 0.127 0.128 0.116 0.123 0.127

=====

| no. | F_max (eV/Å) | electronic energy (eV) |
| --- | --- | --- |
| 1 | 0.42 | -74821.4068 |
| 2 | 1.83 | -43704.7441 |
| 3 | 2.53 | -70506.7886 |